1.
The following is a DFT calculation (ωB97M-V with the def2-TZVPD basis set) of C30H41BN10OSn as an isolated structure.

Atoms and positions in Å:
Sn (-0.139, 0.032, -0.558)
C (-0.808, -4.508, 1.445)
C (-1.368, -3.134, 1.072)
C (-2.904, -3.179, 1.052)
C (-0.878, -2.082, 2.028)
C (-0.849, -2.156, 3.424)
C (-0.366, -0.932, 3.836)
N (-0.083, -0.188, 2.760)
N (-0.385, -0.895, 1.632)
B (0.558, 1.235, 2.822)
N (-0.398, 2.256, 2.173)
C (-0.970, 3.322, 2.763)
C (-1.720, 3.991, 1.815)
C (-1.553, 3.241, 0.635)
N (-0.752, 2.205, 0.865)
C (-2.033, 3.511, -0.764)
C (-3.366, 4.251, -0.779)
C (-0.950, 4.284, -1.532)
N (1.970, 1.248, 2.191)
C (3.123, 1.231, 2.893)
C (4.170, 1.317, 1.999)
C (3.551, 1.385, 0.735)
N (2.228, 1.342, 0.872)
C (4.182, 1.590, -0.620)
C (5.646, 2.005, -0.493)
C (4.048, 0.364, -1.527)
H (-1.096, -5.245, 0.692)
H (0.283, -4.492, 1.514)
H (-1.207, -4.839, 2.407)
H (-1.019, -2.863, 0.079)
H (-3.293, -3.366, 2.056)
H (-3.318, -2.239, 0.694)
H (-3.251, -3.978, 0.391)
H (-1.161, -2.981, 4.045)
H (-0.186, -0.547, 4.828)
H (0.697, 1.514, 3.984)
H (-0.810, 3.533, 3.810)
H (-2.312, 4.881, 1.961)
H (-2.160, 2.541, -1.253)
H (-3.277, 5.218, -0.277)
H (-3.687, 4.433, -1.807)
H (-4.146, 3.673, -0.276)
H (-0.687, 5.200, -0.998)
H (-0.046, 3.677, -1.623)
H (-1.293, 4.549, -2.535)
H (3.122, 1.180, 3.973)
H (5.224, 1.342, 2.232)
H (3.636, 2.410, -1.096)
H (6.245, 1.186, -0.081)
H (6.052, 2.257, -1.474)
H (5.759, 2.874, 0.159)
H (4.519, -0.511, -1.070)
H (2.998, 0.127, -1.712)
H (4.533, 0.551, -2.489)
O (-2.546, -2.426, -3.379)
C (-2.125, -1.752, -2.429)
N (-0.886, -1.687, -1.952)
C (0.080, -2.577, -2.543)
C (1.258, -2.781, -1.610)
C (2.143, -3.840, -1.796)
C (3.208, -3.994, -0.927)
C (3.379, -3.083, 0.111)
C (2.472, -2.049, 0.223)
N (1.437, -1.906, -0.616)
C (-3.110, -0.888, -1.658)
C (-4.466, -1.005, -1.921)
C (-5.364, -0.316, -1.124)
C (-4.883, 0.473, -0.085)
C (-3.515, 0.558, 0.095)
N (-2.649, -0.100, -0.681)
H (0.465, -2.184, -3.497)
H (-0.374, -3.540, -2.791)
H (1.983, -4.533, -2.614)
H (3.900, -4.819, -1.050)
H (4.198, -3.174, 0.812)
H (2.563, -1.296, 1.003)
H (-4.779, -1.650, -2.730)
H (-6.429, -0.400, -1.301)
H (-5.554, 1.015, 0.568)
H (-3.086, 1.170, 0.883)
N (0.736, 1.444, -4.136)
H (1.195, 0.566, -4.347)
H (0.937, 1.668, -3.171)
H (-0.262, 1.290, -4.212)

Computed properties:
Kohn-Sham gap = 8.046 eV
strongest force on any atom = 0.615 eV/Å
total charge = 0

Atomic partial charges in e from the Mulliken method, atoms 1 to 5: 0.70, -1.76, 2.63, -1.51, -0.59

---

2.
The following is a DFT calculation (ωB97M-V with the def2-TZVPD basis set) of C30H41BiN9O4Se as an isolated structure.

Atoms and positions in Å:
Bi (1.689, -1.326, 0.577)
O (2.263, -1.183, -4.130)
C (2.008, -1.419, -2.868)
O (1.935, -0.564, -2.000)
C (1.850, -2.864, -2.546)
C (2.153, -3.870, -3.445)
C (2.024, -5.191, -3.027)
C (1.600, -5.451, -1.736)
C (1.337, -4.374, -0.901)
N (1.445, -3.107, -1.294)
C (0.960, -4.526, 0.547)
O (0.112, -5.375, 0.868)
O (1.506, -3.700, 1.343)
H (2.416, -0.242, -4.311)
H (2.502, -3.623, -4.437)
H (2.269, -6.001, -3.701)
H (1.475, -6.459, -1.367)
N (1.581, 2.088, 4.832)
C (0.323, 2.625, 4.825)
C (-0.426, 1.802, 4.034)
N (0.351, 0.777, 3.562)
C (1.555, 0.977, 4.052)
C (2.672, 0.090, 3.794)
N (2.761, -0.764, 2.780)
C (3.943, -1.462, 2.959)
C (4.572, -1.014, 4.072)
N (3.757, -0.036, 4.584)
H (2.367, 2.496, 5.311)
H (0.071, 3.522, 5.365)
H (-1.468, 1.885, 3.773)
H (4.252, -2.239, 2.276)
H (5.505, -1.293, 4.531)
H (3.939, 0.466, 5.439)
C (1.239, 3.926, 1.472)
C (0.211, 4.220, 0.380)
C (0.816, 4.264, -1.025)
C (1.264, 2.902, -1.568)
N (0.139, 2.100, -2.057)
C (-0.491, 1.104, -1.425)
Se (-0.156, 0.559, 0.371)
N (-1.537, 0.695, -2.156)
C (-2.504, -0.358, -1.823)
C (-3.561, 0.040, -0.791)
C (-4.516, 1.158, -1.225)
C (-3.949, 2.568, -1.049)
C (-1.569, 1.440, -3.333)
C (-2.452, 1.441, -4.409)
C (-2.217, 2.365, -5.404)
C (-1.134, 3.259, -5.342)
C (-0.257, 3.257, -4.279)
C (-0.502, 2.331, -3.269)
H (0.797, 4.063, 2.460)
H (2.091, 4.603, 1.389)
H (1.618, 2.901, 1.415)
H (-0.248, 5.189, 0.580)
H (-0.593, 3.479, 0.418)
H (1.695, 4.911, -1.019)
H (0.098, 4.705, -1.720)
H (1.780, 2.324, -0.807)
H (1.942, 3.048, -2.408)
H (-1.948, -1.230, -1.477)
H (-2.997, -0.624, -2.755)
H (-3.071, 0.336, 0.139)
H (-4.134, -0.869, -0.590)
H (-5.419, 1.078, -0.618)
H (-4.826, 0.998, -2.262)
H (-3.666, 2.742, -0.007)
H (-4.696, 3.314, -1.317)
H (-3.073, 2.751, -1.675)
H (-3.295, 0.765, -4.467)
H (-2.886, 2.411, -6.253)
H (-0.993, 3.971, -6.144)
H (0.566, 3.958, -4.231)
N (-0.883, -4.726, 3.066)
C (-1.747, -3.504, 2.955)
C (-1.218, -2.494, 1.940)
N (0.060, -1.849, 2.311)
H (-1.430, -5.524, 3.391)
H (-0.116, -4.607, 3.724)
H (-0.436, -5.019, 2.102)
H (-1.862, -3.049, 3.938)
H (-2.728, -3.832, 2.618)
H (-1.966, -1.713, 1.817)
H (-1.108, -3.000, 0.981)
H (0.641, -2.467, 2.865)
H (-0.071, -0.959, 2.811)

Computed properties:
Kohn-Sham gap = 7.424 eV
strongest force on any atom = 0.872 eV/Å
total charge = +3

Atomic partial charges in e from the Mulliken method, atoms 1 to 5: 1.79, -0.43, 0.31, -0.56, 0.37